C34H32AgCl5NOP3 | ωB97M-V/def2-TZVPD

The geometry in XYZ format:
```
77
Properties=species:S:1:pos:R:3:forces:R:3
Ag 0.3416 0.3097 -0.6452 -0.22 0.29 0.51
N 0.6965 0.6180 2.4712 -0.01 -0.04 -0.13
C -0.5151 0.2588 3.0555 -0.17 -0.27 0.05
C -0.8624 0.8297 4.2861 -0.04 0.06 -0.01
C -2.0142 0.4568 4.9481 0.09 0.03 -0.02
C -2.8407 -0.5218 4.4131 -0.18 -0.12 0.01
C -2.5344 -1.0660 3.1802 -0.01 0.11 0.06
C -1.4101 -0.6590 2.4631 0.36 0.14 -0.08
P -1.1310 -1.3111 0.7683 0.10 0.08 0.31
C -2.8351 -1.2575 0.0968 -0.01 0.10 -0.15
C -3.5272 -2.2210 -0.6294 0.06 -0.06 0.05
C -4.7309 -1.9103 -1.2523 -0.07 0.02 -0.03
C -5.2614 -0.6344 -1.1769 0.01 -0.02 -0.01
C -4.5870 0.3377 -0.4479 0.02 0.03 -0.02
C -3.3896 0.0268 0.1664 0.07 -0.07 0.09
C -0.5441 -2.9957 1.1446 0.06 -0.05 -0.21
C 0.5171 -3.0594 2.0527 -0.11 -0.01 -0.03
C 1.1653 -4.2553 2.2987 0.04 -0.04 0.04
C 0.7616 -5.4149 1.6513 -0.01 -0.03 -0.01
C -0.2853 -5.3636 0.7472 0.01 -0.04 -0.03
C -0.9220 -4.1595 0.4806 0.02 0.10 -0.02
H 1.2896 1.1544 3.0858 0.03 -0.03 -0.04
H 1.2154 -0.1230 2.0147 0.02 0.08 -0.20
H -0.1969 1.5657 4.7245 0.00 -0.03 0.02
H -2.2561 0.9115 5.9001 0.01 0.00 0.01
H -3.7181 -0.8529 4.9526 -0.01 0.01 -0.02
H -3.1847 -1.8191 2.7505 -0.03 0.04 -0.02
H -3.1513 -3.2250 -0.7377 -0.02 0.04 0.02
H -5.2507 -2.6802 -1.8082 0.01 0.01 -0.02
H -6.1809 -0.3919 -1.6932 -0.04 -0.02 0.05
H -4.9874 1.3415 -0.3699 0.00 -0.01 -0.01
H -2.8446 0.7824 0.7192 -0.09 0.05 0.01
H 0.8462 -2.1627 2.5633 0.03 -0.06 0.02
H 2.0015 -4.2820 2.9842 -0.01 0.02 0.02
H 1.2689 -6.3513 1.8432 0.01 0.01 0.00
H -0.6021 -6.2601 0.2297 0.01 0.01 -0.01
H -1.6987 -4.1377 -0.2657 0.05 -0.08 0.01
Cl 3.8016 -5.8708 -3.1001 0.02 -0.02 -0.01
C 3.3544 -4.4541 -2.2219 -0.06 -0.01 -0.03
C 2.4307 -3.5568 -2.7502 0.05 -0.05 0.07
Cl 1.7478 -3.8607 -4.3058 -0.02 0.01 -0.02
C 2.0521 -2.4316 -2.0334 0.14 -0.12 0.20
Cl 0.8919 -1.3405 -2.7212 -0.12 0.03 -0.25
C 2.5607 -2.1274 -0.7356 0.00 -0.15 -0.02
O 2.2080 -1.1223 -0.0499 0.07 0.12 0.04
C 3.5241 -3.0658 -0.2561 -0.01 -0.02 0.01
Cl 4.2152 -2.7236 1.2870 0.04 0.04 0.09
C 3.8983 -4.1933 -0.9615 -0.09 0.05 -0.08
Cl 5.0375 -5.2981 -0.2904 0.03 -0.01 0.04
C 3.8545 2.2947 0.0165 -0.21 -0.17 -0.01
P 2.3298 1.9988 -0.9649 0.21 0.16 -0.22
C 3.0602 1.7219 -2.6290 -0.03 -0.09 0.20
C 1.6629 3.6911 -1.2362 0.00 -0.03 0.01
C 2.5306 4.7600 -1.4689 -0.06 0.07 0.02
C 2.0501 6.0271 -1.7445 0.05 0.04 0.00
C 0.6810 6.2460 -1.8086 -0.09 -0.01 0.01
C -0.1905 5.1996 -1.5699 -0.01 -0.02 -0.05
C 0.2792 3.9173 -1.2755 0.08 -0.07 0.07
P -0.9218 2.5766 -0.8944 -0.25 0.07 -0.29
C -2.1744 3.5314 0.0738 0.15 -0.22 0.07
C -1.7978 2.4012 -2.5008 0.08 0.04 0.07
H 4.6146 2.8475 -0.5353 0.00 0.03 0.01
H 4.2466 1.3096 0.2750 0.04 0.02 0.02
H 3.6046 2.8224 0.9368 0.02 0.00 0.00
H 3.7201 2.5431 -2.9110 0.03 -0.02 -0.03
H 2.2602 1.6283 -3.3629 0.02 -0.03 -0.03
H 3.6203 0.7857 -2.6024 -0.01 0.00 -0.07
H 3.6010 4.6008 -1.4333 0.01 -0.01 -0.01
H 2.7376 6.8469 -1.9101 0.02 -0.02 -0.02
H 0.2898 7.2286 -2.0389 0.03 0.01 0.01
H -1.2574 5.3814 -1.6167 0.00 0.02 0.01
H -2.8742 4.0495 -0.5819 0.01 0.06 0.02
H -1.6489 4.2531 0.6976 -0.06 0.02 0.04
H -2.7326 2.8624 0.7274 -0.03 0.04 -0.03
H -2.2266 3.3468 -2.8378 0.01 -0.01 -0.04
H -2.5900 1.6605 -2.3826 -0.02 0.00 -0.01
H -1.0927 2.0351 -3.2480 -0.03 0.00 -0.03
```
Forces are in eV/Å.

lowest unoccupied orbital energy	0.01479	Ha
frontier orbital gap	7.5029	eV
total charge	0
E_HOMO	-7.10	eV
calculated total energy	-4916.85460	Eh